(1)
This record from the Open Molecules 2025 dataset describes C5H9NO2 in the gas phase. The level of theory is ωB97M-V with the def2-TZVPD basis set.

The spin multiplicity is 1. As for the HOMO-LUMO gap: 0.33827 Eh. The relative energy (zero: lowest compared OMol25 entry of this formula, charge and spin) comes out at 6.7 kcal/mol. The calculation puts the HOMO energy at -8.4876 eV. Its structure (SMILES) is C/C=C(\O)CC(N)=O. Its lowest unoccupied orbital energy is 0.7 eV.

Cartesian coordinates (Å):
C  -0.92980  1.90023  1.85369
C  -0.49390  1.33836  0.53803
C  0.42399  0.37408  0.37234
O  1.05369  -0.18154  1.47282
C  0.82692  -0.15366  -0.98024
C  0.53732  -1.64146  -1.05121
N  -0.36456  -2.03554  -1.99495
O  1.07338  -2.45419  -0.30224
H  -0.81849  2.98890  1.84454
H  -1.98507  1.66579  2.02441
H  -0.35279  1.51117  2.69748
H  -0.98190  1.76826  -0.33303
H  1.42561  -1.05117  1.21288
H  1.90181  -0.00910  -1.13719
H  0.30915  0.37235  -1.78990
H  -0.99291  -1.38064  -2.43986
H  -0.63246  -3.01184  -1.98756

---

(2)
This record from the Open Molecules 2025 dataset describes a molecular structure, C11H10ClGaN in a non-equilibrium geometry. The level of theory is ωB97M-V with the def2-TZVPD basis set.

The spin multiplicity is 1. As for the HOMO-LUMO gap (alpha / beta): 0.10455 / 0.09566 Eh. The relative energy (zero: lowest compared OMol25 entry of this formula, charge and spin) comes out at 62.6 kcal/mol. As for the total charge: -1. The calculation puts the HOMO energy (alpha / beta) at -2.8134 / -2.7390 eV. Its lowest unoccupied orbital energy (alpha / beta) is 0.0 / -0.1 eV.

Cartesian coordinates (Å):
C  0.88044  -2.03836  0.85891
C  0.97259  -1.99340  -0.55189
C  -0.39815  -1.95768  -1.07672
H  1.85648  -2.18617  -1.17130
C  -1.27366  -1.93255  0.04436
C  -0.48186  -2.04357  1.23693
H  -0.86239  -2.31117  2.17198
H  1.71467  -2.21062  1.52276
H  -0.66929  -2.07821  -2.12122
H  -2.36575  -1.99247  -0.01329
Ga  0.02941  0.42379  0.08551
Cl  1.20261  2.06086  0.88856
C  0.10875  2.90421  -4.65362
C  -1.12305  2.26426  -4.99974
C  -0.81166  1.02933  -5.65097
H  -2.11582  2.65684  -4.82519
C  0.61189  0.90668  -5.70914
C  1.18115  2.06552  -5.09341
H  2.23735  2.28140  -5.00192
H  0.21146  3.86758  -4.17222
H  -1.52676  0.32370  -6.05286
H  1.16109  0.09224  -6.16273
N  -0.20334  -0.05129  3.48000
C  -0.33615  -0.08083  2.30889

---

(3)
This record from the Open Molecules 2025 dataset describes a molecular structure, C14H32Cs2N4O12S2 in a non-equilibrium geometry. The level of theory is ωB97M-V with the def2-TZVPD basis set.

The spin multiplicity is 1. As for the HOMO-LUMO gap: 0.24877 Eh. The relative energy (zero: lowest compared OMol25 entry of this formula, charge and spin) comes out at 0.0 kcal/mol. The calculation puts the HOMO energy at -8.4509 eV. Its lowest unoccupied orbital energy is -1.7 eV.

Cartesian coordinates (Å):
Cs  3.74224  3.20751  0.10743
Cs  3.78468  -0.47671  3.22248
S  1.32417  0.62781  0.06355
O  1.21962  1.99173  0.65176
O  2.17020  -0.14339  0.98180
O  -0.03542  0.06802  0.04317
O  1.92418  0.65905  -1.27943
C  1.70608  0.73520  -4.75724
C  0.79875  1.95713  -4.61354
O  0.41538  2.51186  -5.63262
N  0.43163  2.31309  -3.37735
C  -0.49895  3.40726  -3.09700
H  2.37595  0.55376  -3.91517
H  2.39156  1.07366  -5.53922
H  1.17845  -0.15740  -5.07275
H  0.96309  1.95159  -2.59771
H  -0.10902  4.35281  -3.47319
H  -0.39741  3.52015  -2.01361
H  -1.51243  3.14869  -3.38185
C  0.92819  -3.46027  -0.29995
C  2.18216  -4.28156  -0.17191
O  2.94872  -4.07789  0.76734
N  2.49092  -5.10517  -1.18541
C  3.78146  -5.76339  -1.29730
H  1.04045  -2.47125  0.13215
H  0.17780  -4.00608  0.28064
H  0.58943  -3.41224  -1.33368
H  1.90115  -5.09016  -1.99789
H  4.38293  -5.59712  -0.41095
H  4.32885  -5.34130  -2.14322
H  3.66127  -6.82947  -1.48427
C  -2.60752  -1.87743  1.94071
C  -2.77242  -2.47772  0.56334
O  -3.77373  -3.15004  0.33445
N  -1.90221  -2.07279  -0.39065
C  -2.04408  -2.24362  -1.81559
H  -1.88726  -1.06557  1.98902
H  -2.23740  -2.65456  2.62016
H  -3.59922  -1.65034  2.30967
H  -1.16661  -1.40988  -0.12965
H  -3.04158  -1.89302  -2.09603
H  -1.98140  -3.30331  -2.09040
H  -1.31581  -1.78789  -2.48300
C  -0.26531  0.55779  3.53065
C  0.44772  1.69608  4.24888
O  0.22641  1.88787  5.43237
N  1.42020  2.30783  3.54418
C  2.15976  3.42334  4.04044
H  -1.14230  0.23628  4.07643
H  0.44842  -0.28106  3.51373
H  -0.36945  0.73133  2.45837
H  1.61034  1.99221  2.59942
H  3.06791  3.06524  4.55734
H  1.66853  4.09276  4.74066
H  2.62828  4.02389  3.25209
C  -2.95591  1.97981  -0.50409
C  -2.08700  2.90593  0.35986
O  -2.77439  3.18539  1.57476
S  -4.11556  2.27886  1.69809
O  -5.22246  3.17770  1.46876
O  -4.11847  1.48837  2.88687
O  -3.81093  1.29552  0.44638
H  -2.30955  1.20336  -0.91840
H  -3.54134  2.32901  -1.35310
H  -1.74763  3.76771  -0.21356
H  -1.17411  2.37502  0.63278

---

(4)
This record from the Open Molecules 2025 dataset describes 2 unconnected molecules or ions with the total composition C3H4ClNS in a non-equilibrium geometry. The level of theory is ωB97M-V with the def2-TZVPD basis set.

The spin multiplicity is 1. As for the HOMO-LUMO gap: 0.28902 Eh. The relative energy (zero: lowest compared OMol25 entry of this formula, charge and spin) comes out at 84.0 kcal/mol. The calculation puts the HOMO energy at -8.6144 eV. Its structure (SMILES) is [S-][N+]#CCl.C=C. Its lowest unoccupied orbital energy is -0.7 eV.

Cartesian coordinates (Å):
S  -2.50634  -1.63101  -0.49044
N  -2.45853  -0.06694  -0.30273
C  -2.10608  0.99889  0.13988
Cl  -2.30060  2.57320  0.02927
C  1.70599  -0.68097  0.67798
C  1.48493  0.01225  -0.42243
H  0.99617  -1.43737  1.07145
H  2.52570  -0.36724  1.15210
H  0.70340  -0.22659  -1.01157
H  1.95537  0.82578  -0.84350

---

(5)
This record from the Open Molecules 2025 dataset describes a gas-phase ion, C2H6O (charge +1) in a non-equilibrium geometry. The level of theory is ωB97M-V with the def2-TZVPD basis set.

The spin multiplicity is 2. Its expectation value of S² is 0.755. As for the HOMO-LUMO gap (alpha / beta): 0.52830 / 0.31626 Eh. The relative energy (zero: lowest compared OMol25 entry of this formula, charge and spin) comes out at 0.0 kcal/mol. As for the total charge: +1. The calculation puts the HOMO energy (alpha / beta) at -18.5035 / -18.9285 eV. Its lowest unoccupied orbital energy (alpha / beta) is -4.1 / -10.3 eV.

Cartesian coordinates (Å):
C  0.25256  -0.02442  0.47414
O  -0.81560  -0.50728  1.17674
C  -0.04677  0.18327  -1.01192
H  0.72096  0.82220  0.97195
H  0.93546  -0.92317  0.41906
H  -0.80506  -0.19527  2.11135
H  -0.78456  -0.53649  -1.35897
H  -0.29884  1.22763  -1.18865
H  0.84186  -0.04647  -1.59371